Entry from the OMol25 dataset: C49H42CuN6O3S2 as an isolated structure (wB97M-V/def2-TZVPD).

Results
- Frontier orbital gap (alpha / beta): 0.2844 / 0.1516 Eh
- Net charge: +2
- Energy above the lowest of the compared OMol25 structures with the same formula, charge and spin: 1.321 eV
- 2S+1: 2
- Total energy: -4882.9141 Ha
- Lowest unoccupied orbital energy (alpha / beta): -4.8 / -8.4 eV
- <S²>: 0.761

Geometry (Å):
Cu: 0.208 -1.266 0.311
C: 7.080 -2.191 -1.363
C: 5.765 -1.729 -0.786
C: 4.585 -2.352 -1.208
C: 3.359 -1.980 -0.688
C: 3.332 -0.792 0.042
C: 4.498 -0.150 0.453
C: 5.719 -0.621 0.041
S: 1.837 0.185 0.495
O: 2.222 1.164 1.527
C: 1.334 1.057 -1.003
C: 1.170 0.217 -2.124
C: 0.415 0.668 -3.228
C: 0.045 2.043 -3.365
C: -0.572 2.520 -4.516
C: -1.030 3.850 -4.540
C: -0.657 4.772 -3.471
C: 0.037 4.270 -2.403
C: 0.376 2.895 -2.260
C: 1.013 2.428 -1.031
C: 1.405 3.374 0.035
C: 2.645 3.990 -0.101
C: 3.403 3.897 -1.303
C: 4.666 4.423 -1.371
C: 5.300 4.982 -0.255
C: 4.561 5.170 0.935
C: 3.228 4.764 0.991
C: 2.419 4.980 2.179
C: 1.093 4.565 2.137
C: 0.601 3.687 1.088
S: -1.111 3.105 1.092
O: -1.949 3.922 0.211
C: -1.712 3.237 2.739
C: -2.824 4.033 3.033
C: -3.287 4.133 4.375
C: -2.598 3.531 5.396
C: -2.998 3.811 6.852
C: -1.470 2.744 5.074
C: -1.050 2.541 3.777
H: 7.919 -1.858 -0.744
H: 7.230 -1.712 -2.365
H: 7.106 -3.312 -1.536
H: 4.638 -3.195 -1.917
H: 2.399 -2.599 -0.931
H: 4.355 0.727 1.066
H: 6.650 -0.319 0.483
H: 1.695 -0.779 -2.127
H: 0.276 0.027 -4.067
H: -0.666 1.860 -5.405
H: -1.659 4.115 -5.364
H: -0.895 5.867 -3.514
H: 0.368 4.949 -1.612
H: 2.987 3.414 -2.198
H: 5.219 4.302 -2.285
H: 6.309 5.285 -0.346
H: 5.080 5.522 1.835
H: 2.842 5.610 2.964
H: 0.480 4.821 2.980
H: -3.319 4.684 2.285
H: -4.201 4.633 4.711
H: -2.804 2.975 7.458
H: -4.071 4.092 6.817
H: -2.497 4.742 7.204
H: -0.882 2.517 5.936
H: -0.379 1.696 3.550
C: -5.988 0.730 -0.029
N: -4.648 0.386 0.256
C: -3.424 0.762 -0.601
C: -2.408 0.107 0.327
O: -1.191 0.003 -0.029
N: -2.926 -0.441 1.406
C: -4.234 -0.150 1.400
N: -5.073 -0.596 2.336
H: -6.073 1.490 -0.840
H: -6.509 1.178 0.849
H: -6.550 -0.055 -0.412
H: -3.286 1.867 -0.776
H: -3.513 0.284 -1.581
H: -4.611 -1.100 3.164
H: -6.023 -0.304 2.488
C: 0.477 -5.319 1.058
C: 0.648 -3.925 1.168
N: -0.019 -3.080 0.321
C: -0.946 -3.629 -0.507
C: -1.191 -5.022 -0.682
C: -0.407 -5.870 0.111
C: -2.365 -5.401 -1.469
C: -2.805 -6.536 -2.073
C: -2.157 -7.846 -2.314
C: -2.803 -8.730 -3.187
C: -2.203 -9.948 -3.455
N: -0.993 -10.241 -2.926
C: -0.489 -9.321 -2.086
N: -0.972 -8.140 -1.792
H: 1.110 -5.961 1.698
H: 1.093 -3.495 2.077
H: -1.534 -2.847 -0.991
H: -0.493 -6.972 0.012
H: -3.006 -4.492 -1.612
H: -3.795 -6.495 -2.585
H: -3.797 -8.525 -3.588
H: -2.675 -10.746 -4.027
H: 0.538 -9.560 -1.748

---

Entry from the OMol25 dataset: C49H42GeN7O2S2Sc as an isolated structure (wB97M-V/def2-TZVPD).

Results
- Frontier orbital gap (alpha / beta): 0.1739 / 0.1329 Eh
- Net charge: -2
- Energy above the lowest of the compared OMol25 structures with the same formula, charge and spin: 1.308 eV
- Total energy: -6060.1887 Ha
- Lowest unoccupied orbital energy (alpha / beta): 4.0 / 4.2 eV

Geometry (Å):
Sc: -0.174 -0.194 0.059
C: 3.877 2.648 -4.600
C: 3.415 1.994 -3.328
C: 3.860 0.726 -2.962
C: 3.398 0.115 -1.816
C: 2.488 0.741 -0.950
N: 2.039 0.175 0.222
C: 2.921 -0.288 1.120
C: 4.323 -0.093 1.035
C: 5.194 -0.522 2.004
C: 4.738 -1.171 3.149
C: 5.683 -1.619 4.227
C: 3.371 -1.348 3.280
C: 2.474 -0.926 2.313
N: 1.106 -1.107 2.586
C: 0.561 -2.164 3.220
C: -0.754 -1.854 3.484
C: -0.929 -0.580 2.948
N: 0.197 -0.140 2.393
C: 2.034 2.027 -1.339
C: 2.488 2.619 -2.513
N: 1.133 2.736 -0.533
C: 1.110 4.074 -0.345
C: 0.061 4.348 0.508
C: -0.501 3.103 0.788
N: 0.158 2.141 0.157
H: 4.831 2.233 -4.923
H: 3.145 2.480 -5.391
H: 3.994 3.724 -4.473
H: 4.570 0.212 -3.595
H: 3.724 -0.884 -1.561
H: 4.719 0.434 0.178
H: 6.254 -0.339 1.874
H: 6.673 -1.816 3.815
H: 5.784 -0.857 5.006
H: 5.315 -2.529 4.696
H: 2.982 -1.808 4.180
H: 1.113 -3.053 3.454
H: -1.479 -2.488 3.951
H: -1.801 0.048 2.973
H: 2.092 3.582 -2.806
H: 1.820 4.729 -0.807
H: -0.247 5.306 0.880
H: -1.355 2.871 1.398
O: 0.563 0.157 -4.372
C: -0.739 0.104 -4.735
C: -1.076 0.092 -6.082
C: -2.406 0.014 -6.475
C: -3.414 -0.033 -5.520
C: -3.091 0.007 -4.181
C: -1.759 0.076 -3.762
C: -1.444 0.137 -2.338
O: -0.219 -0.071 -1.925
N: -2.472 0.406 -1.572
N: -2.262 0.568 -0.238
C: -3.374 0.568 0.441
S: -4.961 0.314 -0.325
C: -5.615 -0.258 1.312
C: -5.168 0.700 2.390
S: -3.546 1.496 1.938
H: 0.546 0.061 -3.379
H: -0.283 0.120 -6.820
H: -2.650 -0.020 -7.530
H: -4.450 -0.118 -5.827
H: -3.847 -0.024 -3.413
H: -5.212 -1.256 1.485
H: -6.702 -0.293 1.238
H: -5.030 0.210 3.355
H: -5.859 1.538 2.496
C: -0.692 -2.264 0.204
Ge: 0.030 -4.002 -0.012
C: 1.919 -4.861 0.033
C: 2.789 -4.474 1.048
C: 4.114 -4.863 1.065
C: 4.617 -5.645 0.037
C: 3.774 -6.029 -0.993
C: 2.447 -5.634 -0.996
C: -0.893 -4.958 1.525
C: -0.302 -5.762 2.490
C: -1.008 -6.186 3.605
C: -2.333 -5.820 3.774
C: -2.947 -5.037 2.807
C: -2.229 -4.610 1.708
C: -0.836 -4.868 -1.621
C: -0.997 -6.238 -1.784
C: -1.660 -6.755 -2.884
C: -2.187 -5.904 -3.841
C: -2.047 -4.533 -3.687
C: -1.378 -4.028 -2.587
H: 2.412 -3.844 1.843
H: 4.763 -4.544 1.872
H: 5.660 -5.941 0.032
H: 4.162 -6.636 -1.804
H: 1.802 -5.940 -1.811
H: 0.734 -6.062 2.369
H: -0.522 -6.799 4.357
H: -2.881 -6.138 4.654
H: -3.986 -4.752 2.927
H: -2.687 -3.962 0.972
H: -0.596 -6.910 -1.033
H: -1.772 -7.828 -2.995
H: -2.711 -6.310 -4.700
H: -2.466 -3.859 -4.422
H: -1.276 -2.956 -2.458